[1]
ORCA calculation (ωB97M-V/def2-TZVPD) on a cluster of 2 separate species, C15H25O3P in total.

LUMO level in Eh: 0.0264
Total charge: 0
E_HOMO in eV: -8.3
ΔE to the lowest compared entry with this formula, charge and spin in eV: 0.000
Structure (SMILES): Cc1cccc(CPCCC(=O)O)c1.CCOCC
Kohn-Sham gap in eV: 9.06

```
44
Properties=species:S:1:pos:R:3:forces:R:3
P 0.36426 0.47519 -1.39420 0.538 -0.030 -1.264
O -4.34267 2.43104 -0.07129 0.543 -0.647 -0.849
O -3.07698 -2.30989 -0.11637 0.051 0.266 -0.107
O -2.51623 3.49612 0.62494 -0.206 -0.843 -0.766
C -2.90283 -3.52245 -0.82736 -0.014 -0.144 -0.043
C 6.10804 1.94325 1.49526 -0.714 0.005 -0.405
C 3.92959 1.22442 0.54712 -0.182 -0.109 0.058
C 3.07106 2.03967 -1.51287 -0.753 0.039 -0.811
C 1.70668 0.36349 -0.11992 -0.412 0.413 0.540
C -0.70186 1.90405 -0.86844 -0.510 -0.199 0.580
C -2.15363 1.45193 -0.60268 0.114 0.033 -0.064
C -4.13171 -4.41555 -0.82665 -0.063 0.032 0.165
C -2.98788 2.54505 0.02707 0.147 1.490 1.037
C 5.05800 2.00180 0.39140 0.550 -0.493 1.028
C -3.37870 -2.42713 1.26255 0.010 -0.046 0.114
C -2.30496 -3.14025 2.06645 0.040 -0.129 -0.088
C 5.18134 2.78468 -0.73455 0.995 0.572 -0.134
C 2.92031 1.24734 -0.39820 -0.477 -0.697 0.320
C 4.20472 2.80079 -1.69906 -0.106 0.272 -0.171
H -2.02831 -4.06392 -0.44964 -0.031 -0.045 0.032
H 6.07826 3.38772 -0.86830 -0.115 -0.076 0.048
H -5.00009 -3.87155 -1.20136 0.030 -0.004 -0.047
H 6.25151 0.89919 1.79267 0.260 0.180 -0.122
H -2.13658 0.58901 0.07550 -0.277 0.072 -0.175
H 1.30494 0.68306 0.85537 0.039 -0.149 -0.160
H 4.31549 3.42394 -2.58061 -0.029 -0.100 0.066
H -2.67142 -3.23671 -1.85424 0.015 0.142 0.057
H -0.72716 2.66325 -1.65617 0.233 -0.152 0.070
H -4.35394 -2.90685 1.39997 0.027 -0.057 0.025
H 2.03766 -0.67059 0.03203 -0.161 0.081 -0.298
H 7.04126 2.39814 1.15949 -0.028 -0.066 0.306
H -1.33620 -2.65778 1.92508 -0.024 0.037 0.024
H -0.29107 2.38153 0.02856 -0.048 -0.105 -0.134
H 3.82004 0.57674 1.41647 0.073 0.133 -0.054
H -2.60646 1.14846 -1.55262 -0.138 -0.161 0.310
H -2.20061 -4.18478 1.76864 -0.033 -0.010 0.047
H -3.96380 -5.28853 -1.45837 0.010 0.021 -0.011
H -2.55437 -3.12295 3.12816 -0.003 0.033 -0.013
H -3.48098 -1.40616 1.63374 -0.011 0.038 -0.139
H 2.29009 2.04746 -2.27024 0.122 -0.003 0.089
H -0.43557 -0.67363 -1.16031 0.019 0.324 0.634
H -4.71704 3.31433 0.04180 0.092 0.011 0.433
H -4.37363 -4.77127 0.17630 0.032 -0.063 -0.025
H 5.69142 2.44834 2.37491 0.394 0.135 -0.103
```
Forces are in eV/Å.

Atomic partial charges in e from the Mulliken method, atoms 1 to 2: atom 1 (P): -0.0557, atom 2 (O): -0.4478


[2]
ORCA calculation (ωB97M-V/def2-TZVPD) on a cluster of 2 separate species, C4H6Cl2O2 in total.

LUMO level (spin up / spin down) in Eh: -0.0172 / 0.0067
Total charge: 0
E_HOMO (spin up / spin down) in eV: -8.1 / -8.7
ΔE to the lowest compared entry with this formula, charge and spin in eV: 5.078
Kohn-Sham gap (spin up / spin down) in eV: 7.62 / 8.91

```
14
Properties=species:S:1:pos:R:3:forces:R:3
Cl -0.99546 0.28574 4.08776 -0.245 0.287 0.030
Cl 0.66166 -1.58487 2.72178 -0.370 -0.175 -0.267
O -1.97125 -1.80264 2.90861 -0.895 1.034 -3.300
O 1.54607 0.19474 -1.55798 1.043 -1.429 -2.096
C -0.98581 -0.95131 2.85295 1.335 1.231 -0.315
C 0.33748 0.78075 -1.41384 -2.147 3.882 -0.873
C -1.42507 0.12091 0.24028 1.340 -0.544 2.076
C -0.22428 0.32679 -0.07687 0.429 1.082 -2.436
H -2.40770 -0.07048 0.21211 -3.034 -0.408 -0.339
H -0.32405 0.68930 -2.35388 1.040 -0.424 1.598
H 0.63251 0.30333 0.52461 0.843 -0.392 1.830
H -1.98016 -2.30981 3.66079 -0.014 -2.106 3.199
H 0.48566 1.98410 -1.32526 -0.469 -2.352 -0.129
H 2.08100 0.48819 -0.85014 1.144 0.315 1.022
```
Forces are in eV/Å.

Atomic partial charges in e from the Mulliken method, atoms 1 to 2: atom 1 (Cl): -0.1581, atom 2 (Cl): -0.1530


[3]
ORCA calculation (ωB97M-V/def2-TZVPD) on a cluster of 2 separate species, C4H14NO in total.

LUMO level in Eh: -0.1132
Total charge: +1
E_HOMO in eV: -16.0
ΔE to the lowest compared entry with this formula, charge and spin in eV: 1.926
Kohn-Sham gap in eV: 12.89

```
20
Properties=species:S:1:pos:R:3:forces:R:3
O -0.99656 -2.16406 1.24832 -1.359 -1.778 0.582
N -0.46947 0.52527 0.55013 1.920 0.010 -1.392
C 0.51899 -0.38898 -1.62958 -1.575 -0.144 1.441
C -1.68170 1.30466 0.25853 1.436 3.568 -1.503
C 0.71645 0.51024 -0.39301 1.104 -2.403 -0.868
C 2.06939 0.26003 0.31139 -0.488 0.444 0.204
H 0.88490 1.42466 -0.79390 -0.499 3.338 -0.793
H 2.82645 0.81541 -0.38926 -1.058 -0.955 2.031
H 1.87309 0.66609 1.37616 1.465 -0.359 -1.551
H -1.55995 -2.63902 1.93595 1.038 1.311 -0.815
H -0.09667 1.03579 1.38654 -0.301 -1.947 -0.294
H 0.82136 -1.41039 -1.49904 0.434 -0.459 0.228
H 2.34008 -0.81622 0.36348 -0.178 0.737 0.112
H -1.53126 2.31332 -0.39114 0.262 -2.359 1.763
H -1.06457 -2.83817 0.54679 0.347 0.406 -0.002
H -0.53537 -0.42899 -1.85900 -0.620 -0.039 -0.168
H -2.39190 0.78453 -0.27920 -1.471 -1.437 -0.763
H -1.94726 1.54385 1.25300 -1.429 0.643 0.593
H -0.71048 -0.50494 0.51589 0.018 0.848 2.020
H 0.93449 0.00693 -2.51206 0.954 0.573 -0.826
```
Forces are in eV/Å.

Atomic partial charges in e from the Mulliken method, atoms 1 to 2: atom 1 (O): -0.6927, atom 2 (N): 0.0371


[4]
ORCA calculation (ωB97M-V/def2-TZVPD) on the ion C22H40N with charge +1.

LUMO level in Eh: -0.0846
Total charge: +1
E_HOMO in eV: -12.7
ΔE to the lowest compared entry with this formula, charge and spin in eV: 0.122
Structure (SMILES): CCCCCCCCCCCCC[N+](C)(C)Cc1ccccc1
Kohn-Sham gap in eV: 10.37

```
63
Properties=species:S:1:pos:R:3:forces:R:3
N 2.48549 -0.32378 -1.18603 0.000 -0.066 0.062
C 1.19066 -0.65929 -1.80523 -0.781 -0.148 -0.366
C 6.73575 -1.51471 0.11523 0.051 0.008 -0.047
C 4.33067 -1.39840 0.18475 -0.048 0.000 -0.023
C -0.02772 3.11546 0.64287 0.187 -0.268 0.138
C -3.03024 2.29703 0.30562 0.099 -0.096 -0.034
C -4.61524 -0.38246 -0.11347 0.365 -0.356 -0.059
C 5.50939 -1.64686 -0.51211 -0.063 -0.023 0.072
C -2.12030 1.92699 1.47924 0.021 -0.076 -0.190
C 5.63027 -0.91153 2.15450 -0.019 0.028 0.053
C -2.93873 1.37028 -0.90966 0.017 -0.074 0.179
C 1.91827 2.13582 -0.72264 0.060 -0.048 0.069
C 2.31902 0.76564 -0.17739 -0.123 0.807 0.434
C -6.29323 -2.15482 0.56016 0.235 -0.268 -0.059
C -3.20077 -0.10874 -0.61875 -0.201 0.293 -0.085
C -6.55134 -3.64634 0.73240 -0.081 0.244 0.014
C -0.63730 1.80052 1.12363 -0.233 0.314 0.087
C 2.99342 -1.55964 -0.48996 0.462 -0.599 0.452
C 4.40307 -1.04283 1.52877 0.022 -0.082 -0.060
C 1.48620 3.06844 0.42407 -0.202 0.049 -0.193
C 3.43366 0.08245 -2.23638 0.552 0.323 -0.584
C -4.87900 -1.87679 0.05664 -0.342 0.347 0.109
C 6.79866 -1.13968 1.44689 -0.020 -0.001 -0.016
H -4.76810 0.11440 0.84568 -0.085 0.085 0.048
H -4.73303 -2.38308 -0.90100 0.065 -0.063 -0.032
H -2.23400 2.68819 2.25341 -0.001 -0.036 0.099
H -2.48148 -0.48233 0.11433 0.093 -0.092 0.035
H 2.76475 2.58501 -1.24249 -0.015 -0.060 -0.086
H 1.56817 0.43044 0.53898 0.064 -0.169 -0.051
H 7.64156 -1.71392 -0.43532 0.097 -0.025 -0.049
H -6.43296 -4.16708 -0.21540 0.004 -0.106 -0.077
H 4.38140 0.37439 -1.78810 -0.097 -0.016 0.051
H 1.98554 2.77329 1.34860 0.081 0.041 0.106
H -7.01421 -1.74143 -0.14812 -0.041 0.089 0.024
H -5.85382 -4.07581 1.44862 0.053 -0.095 0.068
H 5.67209 -0.63947 3.19735 0.010 0.023 0.108
H -0.50701 3.42300 -0.28750 -0.044 0.101 -0.054
H 1.81776 4.07984 0.18860 0.107 -0.028 0.044
H 3.60604 -0.74598 -2.92111 -0.080 -0.072 0.082
H -4.15773 -2.29483 0.76441 0.071 -0.066 -0.008
H 1.31228 -1.48599 -2.50298 0.156 0.007 0.049
H -0.53390 1.03483 0.35288 0.094 -0.168 -0.061
H 3.03201 0.91996 -2.80139 -0.100 -0.031 0.095
H 2.24361 -1.84620 0.25060 -0.077 0.114 -0.155
H -0.23759 3.88502 1.38722 -0.072 0.080 -0.009
H -7.56180 -3.81894 1.09356 -0.081 -0.122 0.034
H -3.04657 -0.67233 -1.54394 0.045 -0.072 0.023
H -2.80290 3.31311 -0.02249 -0.090 0.069 0.015
H -1.95198 1.47196 -1.37132 0.057 0.062 -0.096
H -5.33555 0.03219 -0.82157 -0.075 0.090 -0.001
H 5.47392 -1.96595 -1.54356 -0.016 -0.044 -0.130
H 0.79667 0.19387 -2.35224 0.101 0.020 0.062
H -6.44161 -1.64809 1.51635 -0.046 0.085 -0.006
H 0.46968 -0.94998 -1.04306 0.105 0.033 0.103
H 3.49736 -0.88759 2.09736 -0.118 0.025 0.055
H -2.45452 0.98001 1.90681 -0.039 -0.011 0.098
H 3.27130 0.86849 0.34713 -0.114 -0.119 -0.097
H 1.08893 2.06214 -1.42594 -0.023 -0.010 -0.122
H 3.05798 -2.35018 -1.24081 -0.137 0.139 -0.043
H -3.66868 1.71129 -1.64675 0.054 0.021 -0.102
H -0.10041 1.46632 2.01632 0.085 -0.102 -0.022
H -4.05854 2.30508 0.66793 -0.049 0.105 -0.001
H 7.75464 -1.04041 1.93578 0.103 0.007 0.052
```
Forces are in eV/Å.

Atomic partial charges in e from the Mulliken method, atoms 1 to 2: atom 1 (N): 0.3599, atom 2 (C): -1.0953


[5]
ORCA calculation (ωB97M-V/def2-TZVPD) on an isolated molecule of C3H3N3O.

LUMO level in Eh: -0.0219
Total charge: 0
E_HOMO in eV: -10.5
ΔE to the lowest compared entry with this formula, charge and spin in eV: 3.143
Structure (SMILES): [H]/N=C(/C#N)NC=O
Kohn-Sham gap in eV: 9.89

```
10
Properties=species:S:1:pos:R:3:forces:R:3
O 2.21207 0.68015 -0.15803 -1.550 -3.010 0.266
N -2.16247 -0.03068 -0.31504 2.427 -2.092 2.751
N 0.21937 -0.53179 0.29642 -0.162 -6.089 1.781
N 0.07415 2.62572 -0.01233 -5.121 -6.584 1.693
C -0.94822 0.18224 0.21700 -2.638 2.382 -3.604
C -0.60658 1.61396 0.20377 5.051 6.658 -1.473
C 1.59281 -0.37102 -0.06035 1.282 0.896 -1.085
H -2.44140 -1.07377 -0.36532 0.971 1.837 -0.142
H 0.05001 -1.61951 0.56329 0.388 3.450 -1.158
H 2.01028 -1.47530 -0.36940 -0.649 2.552 0.970
```
Forces are in eV/Å.

Atomic partial charges in e from the Mulliken method, atoms 1 to 2: atom 1 (O): -0.4342, atom 2 (N): -0.5314


[6]
ORCA calculation (ωB97M-V/def2-TZVPD) on a structure of composition C2H3FOTl.

LUMO level (spin up / spin down) in Eh: -0.7673 / -0.7431
Total charge: +3
E_HOMO (spin up / spin down) in eV: -28.5 / -28.3
ΔE to the lowest compared entry with this formula, charge and spin in eV: 0.789
Kohn-Sham gap (spin up / spin down) in eV: 7.66 / 8.09

```
8
Properties=species:S:1:pos:R:3:forces:R:3
Tl -2.20049 -0.42884 -1.29707 -4.770 -2.424 -5.295
F 1.02400 0.20768 -1.37360 -0.318 0.633 3.321
O -1.14842 0.30551 0.15016 3.850 3.986 4.027
C 1.09260 0.03935 -0.04302 4.235 -2.538 -4.911
C -0.02639 -0.36185 0.60479 -1.626 1.845 2.302
H -0.76557 1.30367 0.05364 -1.794 -1.520 0.006
H -0.04784 -0.75618 1.61866 -0.253 -0.834 0.193
H 2.07212 -0.30933 0.28644 0.676 0.852 0.356
```
Forces are in eV/Å.

Atomic partial charges in e from the Mulliken method, atoms 1 to 2: atom 1 (Tl): 1.4358, atom 2 (F): -0.0108


One value per record, in order, for max |F|: 1.82, 4.52, 4.13, 0.92, 8.51, 7.53 eV/A.